Record 1
{
  "formula": "C91H201N9O19",
  "method": "the ωB97M-V functional and the def2-TZVPD basis",
  "elements": ["C", "C", "O", "O", "H", "H", "H", "H", "H", "H", "C", "C", "O", "O", "H", "H", "H", "H", "H", "H", "C", "C", "O", "O", "H", "H", "H", "H", "H", "H", "C", "C", "O", "O", "H", "H", "H", "H", "H", "H", "C", "C", "O", "O", "H", "H", "H", "H", "H", "H", "C", "C", "C", "C", "C", "C", "N", "O", "C", "C", "C", "H", "H", "H", "H", "H", "H", "H", "H", "H", "H", "H", "H", "H", "H", "H", "H", "H", "H", "H", "C", "C", "C", "C", "C", "C", "N", "O", "C", "C", "C", "H", "H", "H", "H", "H", "H", "H", "H", "H", "H", "H", "H", "H", "H", "H", "H", "H", "H", "H", "C", "C", "C", "C", "C", "C", "N", "O", "C", "C", "C", "H", "H", "H", "H", "H", "H", "H", "H", "H", "H", "H", "H", "H", "H", "H", "H", "H", "H", "H", "C", "C", "C", "C", "C", "C", "N", "O", "C", "C", "C", "H", "H", "H", "H", "H", "H", "H", "H", "H", "H", "H", "H", "H", "H", "H", "H", "H", "H", "H", "C", "C", "C", "C", "C", "C", "N", "O", "C", "C", "C", "H", "H", "H", "H", "H", "H", "H", "H", "H", "H", "H", "H", "H", "H", "H", "H", "H", "H", "H", "C", "C", "C", "C", "C", "C", "N", "O", "C", "C", "C", "H", "H", "H", "H", "H", "H", "H", "H", "H", "H", "H", "H", "H", "H", "H", "H", "H", "H", "H", "C", "C", "C", "C", "C", "C", "N", "O", "C", "C", "C", "H", "H", "H", "H", "H", "H", "H", "H", "H", "H", "H", "H", "H", "H", "H", "H", "H", "H", "H", "C", "C", "C", "C", "C", "C", "N", "O", "C", "C", "C", "H", "H", "H", "H", "H", "H", "H", "H", "H", "H", "H", "H", "H", "H", "H", "H", "H", "H", "H", "C", "C", "C", "C", "C", "C", "N", "O", "C", "C", "C", "H", "H", "H", "H", "H", "H", "H", "H", "H", "H", "H", "H", "H", "H", "H", "H", "H", "H", "H"],
  "xyz": [[-0.944, 1.397, -6.040], [-0.400, 1.155, -4.627], [-1.130, 1.763, -3.584], [-1.922, 0.477, -6.348], [-0.179, 1.276, -6.808], [-1.264, 2.392, -6.118], [0.707, 1.329, -4.697], [-0.589, 0.048, -4.582], [-0.478, 2.386, -3.209], [-2.755, 0.900, -6.289], [4.713, 0.302, 4.489], [3.901, -0.621, 5.285], [2.553, -0.719, 4.855], [4.402, 1.706, 4.546], [4.760, -0.086, 3.424], [5.808, 0.382, 4.795], [4.068, -0.484, 6.351], [4.303, -1.629, 5.097], [2.096, -0.207, 5.533], [3.701, 1.785, 3.900], [4.171, 4.795, -0.641], [4.254, 3.343, -0.066], [3.373, 2.553, -0.798], [5.024, 5.717, 0.225], [3.200, 5.239, -0.689], [4.640, 4.878, -1.602], [3.922, 3.401, 0.961], [5.289, 2.931, -0.082], [2.875, 1.893, -0.244], [5.927, 5.526, -0.013], [1.231, 4.368, -2.605], [0.851, 4.787, -4.010], [0.480, 6.205, -3.971], [1.194, 2.997, -2.584], [0.533, 4.794, -1.841], [2.180, 4.783, -2.331], [0.027, 4.180, -4.405], [1.719, 4.686, -4.701], [-0.482, 6.281, -3.894], [1.999, 2.643, -2.169], [-3.613, 1.498, 3.996], [-3.181, 0.237, 4.744], [-4.095, -0.702, 4.129], [-2.879, 2.602, 4.420], [-4.691, 1.586, 4.225], [-3.544, 1.258, 2.949], [-3.460, 0.344, 5.829], [-2.185, 0.020, 4.550], [-4.317, -1.383, 4.747], [-3.455, 3.388, 4.391], [-1.983, 10.556, 2.276], [-1.195, 9.251, 2.724], [-2.217, 8.463, 3.536], [-1.682, 7.052, 3.852], [-1.356, 6.312, 2.547], [-0.274, 7.061, 1.801], [-0.696, 8.526, 1.632], [0.431, 9.162, 1.049], [1.082, 6.946, 2.573], [-0.095, 6.329, 0.502], [-0.156, 9.758, 3.660], [-1.799, 11.393, 2.939], [-3.074, 10.392, 2.153], [-1.626, 10.874, 1.290], [-2.351, 9.042, 4.453], [-3.197, 8.424, 3.014], [-2.433, 6.531, 4.492], [-0.786, 7.129, 4.446], [-2.169, 6.126, 1.851], [-0.913, 5.397, 2.894], [0.915, 7.364, 3.598], [1.449, 5.966, 2.557], [1.850, 7.514, 2.050], [-0.756, 6.772, -0.252], [0.978, 6.356, 0.186], [-0.258, 5.250, 0.465], [0.685, 10.177, 3.138], [0.287, 9.009, 4.328], [-0.575, 10.526, 4.390], [0.025, 9.465, 0.226], [-4.552, -5.815, -3.132], [-5.505, -4.728, -3.685], [-5.912, -3.765, -2.519], [-6.672, -2.532, -3.099], [-5.694, -1.805, -3.958], [-5.384, -2.744, -5.182], [-4.867, -4.026, -4.777], [-4.534, -4.900, -5.812], [-6.685, -2.809, -6.014], [-4.180, -1.939, -5.917], [-6.739, -5.556, -4.145], [-4.435, -6.611, -3.862], [-5.072, -6.385, -2.355], [-3.609, -5.335, -2.808], [-6.513, -4.289, -1.764], [-4.970, -3.428, -2.048], [-7.049, -1.988, -2.288], [-7.529, -2.838, -3.723], [-4.767, -1.595, -3.340], [-5.978, -0.845, -4.478], [-7.627, -3.014, -5.429], [-6.760, -1.846, -6.558], [-6.648, -3.664, -6.716], [-4.503, -1.014, -6.400], [-3.517, -1.631, -5.122], [-3.674, -2.634, -6.621], [-7.503, -4.869, -4.415], [-7.160, -6.084, -3.297], [-6.421, -6.223, -4.909], [-5.302, -4.935, -6.416], [4.874, 2.369, -6.626], [4.772, 1.858, -5.090], [3.421, 1.197, -4.782], [3.407, 0.303, -3.554], [4.610, -0.722, -3.517], [5.978, -0.105, -3.921], [5.823, 0.749, -5.077], [7.143, 1.329, -5.332], [6.495, 0.655, -2.654], [6.880, -1.276, -4.274], [5.074, 3.045, -4.193], [4.783, 1.459, -7.232], [5.787, 2.969, -6.731], [4.001, 2.947, -6.848], [2.706, 2.038, -4.789], [3.104, 0.571, -5.625], [2.473, -0.314, -3.497], [3.508, 0.909, -2.600], [4.408, -1.512, -4.182], [4.737, -1.030, -2.478], [5.697, 1.122, -2.073], [6.865, 0.010, -1.935], [7.280, 1.393, -2.694], [7.902, -0.951, -4.497], [6.825, -1.982, -3.428], [6.541, -1.781, -5.180], [6.055, 3.375, -4.298], [4.911, 2.660, -3.189], [4.370, 3.773, -4.508], [7.258, 1.167, -6.268], [4.702, -8.460, -1.507], [3.191, -8.031, -1.488], [2.412, -8.709, -0.357], [2.903, -8.321, 1.032], [2.663, -6.871, 1.287], [3.364, -5.969, 0.207], [3.086, -6.542, -1.118], [3.673, -5.800, -2.165], [2.697, -4.602, 0.279], [4.814, -5.840, 0.567], [2.479, -8.159, -2.808], [4.924, -9.177, -0.694], [5.316, -7.585, -1.331], [4.972, -8.936, -2.449], [1.338, -8.503, -0.396], [2.550, -9.827, -0.461], [3.982, -8.421, 1.111], [2.440, -8.836, 1.879], [3.162, -6.611, 2.228], [1.600, -6.529, 1.234], [2.492, -4.364, 1.286], [3.203, -3.740, -0.166], [1.781, -4.656, -0.291], [4.960, -5.210, 1.453], [5.206, -6.821, 0.843], [5.455, -5.323, -0.155], [2.496, -9.168, -3.186], [2.816, -7.519, -3.606], [1.384, -7.852, -2.690], [4.626, -5.728, -2.033], [-4.116, 0.770, -0.198], [-4.615, 2.270, -0.346], [-4.407, 3.102, 0.984], [-4.613, 4.597, 0.673], [-3.566, 5.030, -0.291], [-3.745, 4.344, -1.632], [-3.809, 2.875, -1.402], [-4.071, 2.111, -2.624], [-4.958, 4.883, -2.432], [-2.435, 4.589, -2.393], [-6.117, 2.261, -0.635], [-3.995, 0.307, -1.203], [-4.711, 0.048, 0.368], [-3.113, 0.799, 0.262], [-5.106, 2.761, 1.763], [-3.350, 2.930, 1.322], [-4.588, 5.196, 1.568], [-5.621, 4.722, 0.238], [-2.546, 4.928, 0.095], [-3.560, 6.156, -0.519], [-5.895, 4.680, -1.902], [-4.870, 6.014, -2.460], [-5.001, 4.467, -3.466], [-2.410, 5.596, -2.948], [-1.553, 4.574, -1.691], [-2.161, 3.785, -3.146], [-6.551, 1.499, 0.012], [-6.233, 1.952, -1.749], [-6.571, 3.224, -0.461], [-3.212, 2.007, -3.057], [-0.648, 1.985, 7.021], [0.452, 2.985, 7.496], [-0.018, 3.424, 8.892], [1.112, 4.116, 9.755], [2.469, 3.332, 9.803], [2.835, 2.749, 8.432], [1.665, 2.178, 7.740], [2.093, 1.591, 6.496], [3.549, 3.861, 7.655], [3.793, 1.619, 8.792], [0.518, 4.199, 6.540], [-1.541, 2.482, 6.731], [-0.880, 1.250, 7.798], [-0.309, 1.434, 6.152], [-0.973, 3.970, 8.877], [-0.255, 2.498, 9.491], [0.803, 4.291, 10.749], [1.310, 5.143, 9.307], [2.408, 2.561, 10.459], [3.231, 4.028, 10.155], [2.986, 4.835, 7.655], [4.581, 3.990, 7.995], [3.660, 3.652, 6.581], [4.459, 2.008, 9.617], [3.263, 0.771, 9.273], [4.423, 1.345, 7.939], [1.165, 5.092, 6.959], [-0.527, 4.490, 6.417], [0.954, 3.912, 5.598], [2.950, 2.027, 6.276], [-1.005, -3.323, -3.702], [-0.323, -4.710, -3.622], [-0.960, -5.655, -4.613], [-0.386, -5.548, -6.009], [1.143, -5.398, -6.041], [1.783, -4.397, -5.114], [1.160, -4.685, -3.784], [1.583, -3.772, -2.778], [3.320, -4.623, -4.927], [1.675, -2.873, -5.537], [-0.523, -5.248, -2.172], [-1.082, -2.938, -4.682], [-0.432, -2.571, -3.122], [-1.973, -3.528, -3.188], [-0.908, -6.729, -4.245], [-2.059, -5.504, -4.645], [-0.961, -4.869, -6.660], [-0.523, -6.526, -6.475], [1.429, -5.185, -7.057], [1.480, -6.457, -5.778], [3.602, -3.974, -4.136], [3.483, -5.688, -4.734], [3.908, -4.206, -5.765], [0.674, -2.714, -5.913], [1.863, -2.223, -4.615], [2.357, -2.563, -6.329], [0.065, -6.186, -2.096], [-1.625, -5.503, -2.014], [-0.153, -4.507, -1.489], [2.370, -4.224, -2.494], [-2.519, -3.918, 0.663], [-3.518, -3.908, 1.814], [-4.145, -5.264, 2.089], [-3.280, -6.197, 2.966], [-2.942, -5.541, 4.258], [-2.087, -4.205, 3.984], [-2.944, -3.355, 3.123], [-2.185, -2.194, 2.780], [-1.820, -3.459, 5.307], [-0.655, -4.403, 3.334], [-4.622, -2.905, 1.455], [-1.858, -4.801, 0.472], [-1.873, -2.997, 0.586], [-3.202, -3.937, -0.236], [-5.202, -5.147, 2.467], [-4.240, -5.677, 1.066], [-2.330, -6.462, 2.439], [-3.860, -7.117, 3.115], [-2.294, -6.213, 4.812], [-3.826, -5.322, 4.759], [-1.176, -4.037, 5.939], [-1.194, -2.609, 4.970], [-2.728, -3.056, 5.751], [-0.551, -4.640, 2.255], [-0.167, -3.382, 3.276], [0.009, -5.099, 3.849], [-5.281, -3.331, 0.662], [-4.239, -1.952, 1.137], [-5.305, -2.677, 2.213], [-2.705, -1.516, 3.201], [0.947, 2.968, 1.914], [0.546, 1.499, 1.522], [-0.251, 1.656, 0.233], [-0.589, 0.326, -0.489], [0.718, -0.371, -0.727], [1.589, -0.568, 0.577], [1.785, 0.788, 1.195], [2.673, 0.675, 2.298], [0.995, -1.627, 1.608], [2.966, -1.022, 0.098], [-0.273, 0.827, 2.651], [0.000, 3.480, 2.100], [1.635, 3.321, 1.079], [1.534, 3.083, 2.769], [-1.161, 2.211, 0.542], [0.356, 2.318, -0.422], [-1.259, 0.433, -1.319], [-1.171, -0.233, 0.337], [1.439, 0.166, -1.418], [0.510, -1.353, -1.156], [0.021, -1.298, 1.777], [0.973, -2.620, 1.193], [1.594, -1.616, 2.483], [3.619, -0.242, -0.140], [3.548, -1.512, 0.826], [2.949, -1.539, -0.882], [-0.885, 1.540, 3.232], [0.367, 0.294, 3.341], [-0.976, 0.067, 2.321], [2.471, -0.088, 2.799]],
  "mulliken_charge": [-1.2331, 1.7842, 1.0301, -0.4315, 0.3091, 0.4595, -0.8843, -0.4086, -1.0881, 0.2795, -0.2872, -0.5656, -0.2518, -0.5894, -0.0713, 0.4329, 0.2584, 0.4983, 0.1825, 0.2485, -0.1606, -0.0284, 0.5171, -0.6553, -0.1099, 0.2605, -0.0211, 0.4264, -0.7280, 0.3540, 2.1195, -0.7023, -0.6743, 2.5470, -1.8591, 0.3871, 0.3281, 0.1304, 0.3549, -1.6546, -0.4667, 0.2187, -0.5942, -0.3348, 0.7969, -0.1842, 0.4632, -0.2168, 0.2204, 0.2632, -1.5099, 1.7425, -1.5073, -1.0248, 0.6626, 2.4171, 0.0418, -0.4986, -1.8473, -1.2085, -1.9646, 0.3289, 0.3577, 0.3411, 0.4778, 0.3001, 0.4450, 0.1813, -0.1774, -0.2896, 0.1762, 0.4325, 0.4352, 0.5377, 0.3630, -0.8693, 0.3779, 0.4058, 0.5126, 0.3969, -1.9665, 1.6431, -0.6060, -1.2350, -0.7265, 0.7527, 1.3525, -0.4821, -1.3685, -1.6287, -2.2624, 0.5200, 0.5562, -0.0648, 0.5575, -0.2397, 0.4755, 0.3606, -0.1399, 0.6174, 0.3104, 0.3899, 0.2261, 0.4115, 0.2744, 0.4039, 0.4471, 0.4475, 0.5593, 0.2979, -2.1303, 1.8598, -1.2547, 3.2251, -2.1043, 2.0638, 0.1159, -0.5380, -1.7305, -2.0416, -1.6807, 0.4834, 0.4771, 0.3889, -0.3686, 0.3486, -0.4074, -1.4095, 0.4491, 0.4111, 0.2039, 0.5686, 0.2903, 0.4518, 0.2798, 0.4558, 0.5220, 0.0431, 0.6652, 0.3534, -1.5611, 1.6474, -1.0620, -0.9038, -0.8911, 1.7233, 0.2250, -0.0271, -1.7229, -1.7524, -1.7776, 0.3759, 0.2720, 0.4430, 0.2568, 0.3893, 0.3123, 0.4472, 0.5254, 0.1025, 1.4076, -0.2101, -0.7097, 0.4377, 0.3829, 0.3092, 0.5387, 0.4059, 0.1695, 0.2164, -0.6429, 1.0550, 0.1436, -1.6135, -0.2976, 1.7099, 1.6420, -0.5705, -1.8855, -1.0247, -1.8382, -0.2372, 0.8414, -0.6711, 0.5245, -0.6772, 0.4666, 0.5743, -0.8305, 0.7198, 0.3087, 0.3888, 0.3321, 0.3225, -0.3450, 0.0580, 0.5175, 0.1876, 0.3743, 0.0971, -2.0914, 2.4671, -1.3506, -0.8251, -1.5257, 1.3004, -0.1338, 0.2683, -1.4257, -1.6729, -1.6224, 0.5227, 0.4437, 0.0260, 0.3792, 0.4148, 0.5560, 0.2586, 0.6516, 0.3511, 0.3033, 0.5220, 0.1432, 0.4151, 0.3660, 0.2577, 0.1251, 0.5834, 0.0642, 0.0799, -0.6151, 1.1872, 0.0241, -0.7699, -1.2160, 1.7226, 0.3668, 1.5788, -1.6390, -2.0732, -0.4052, 0.6527, -0.6571, -0.2049, 0.4595, -0.8430, 0.2935, 0.4929, 0.3084, 0.2344, 0.0450, 0.2390, 0.4865, 0.5300, 0.1049, 0.6594, -0.1705, 0.1466, -0.4733, -0.5132, -0.7855, 2.4385, -1.2305, -0.4255, -1.2845, 1.1488, -0.3655, 2.0083, -1.6284, -0.6547, -2.2852, 0.0989, -0.4312, -0.1204, 0.3943, 0.2519, 0.1033, 0.5062, 0.4565, 0.3993, 0.4718, -0.0649, 0.3499, -0.4519, -0.2758, 0.7088, 0.3544, -0.0263, 0.7772, -0.5754, -1.2763, 2.5396, 0.6325, 0.4487, 0.0808, 2.3353, 0.6114, 0.2382, -0.4832, -1.2967, 0.2446, -0.4918, -0.4111, 0.5675, -0.4455, -0.5367, 1.0702, -1.4593, -0.9102, -0.2594, -0.5678, 0.1938, 0.5653, 0.2345, 0.7891, -0.7624, -0.0631, -0.3607, -0.9678, -0.1052],
  "spin_multiplicity": 1,
  "de_lowest_kj_mol": 342.62,
  "total_charge": 0,
  "molar_mass_g_mol": 1725.65,
  "orbital_gap_ev": 8.26,
  "e_homo_ev": -7.86,
  "total_energy_ha": -5509.60200
}

Record 2
{
  "formula": "C3H7N3O",
  "method": "the ωB97M-V functional and the def2-TZVPD basis",
  "elements": ["C", "N", "C", "O", "N", "C", "N", "H", "H", "H", "H", "H", "H", "H"],
  "xyz": [[1.731, -0.771, -0.024], [0.418, -0.398, 0.463], [-0.331, 2.321, -0.437], [0.786, 2.693, -0.427], [-1.505, 2.028, -0.512], [-0.731, -1.024, 0.112], [-1.874, -0.645, 0.554], [1.644, -1.164, -1.042], [2.214, -1.530, 0.606], [2.364, 0.121, -0.064], [0.358, 0.242, 1.243], [-1.888, 1.193, -0.046], [-0.570, -1.835, -0.608], [-2.615, -1.231, 0.182]],
  "nbo_charge": [-0.4105, -0.6047, 0.8464, -0.5493, -0.7856, 0.3101, -0.7792, 0.2050, 0.1902, 0.2224, 0.4027, 0.4428, 0.1547, 0.3551],
  "spin_multiplicity": 1,
  "de_lowest_kj_mol": 72.60,
  "total_charge": 0,
  "smiles": "[H]/N=C/NC.N=C=O",
  "molar_mass_g_mol": 101.11,
  "orbital_gap_ev": 10.26,
  "e_homo_ev": -9.42,
  "total_energy_ha": -358.02222
}